Formula: BrH10O5
Source: the Open Molecules 2025 dataset
Level of theory: wB97M-V/def2-TZVPD

## Properties
Net charge: -1
2S+1: 1
Kohn-Sham gap (Ha): 0.337
Electronic energy (eV): -80446.1205
Lowest unoccupied orbital energy (eV): 3.498
Maximum force (eV/Å): 0.395
HOMO energy (eV): -5.66

Cartesian coordinates (Å):
Br 0.14031 1.07870 0.63803
O -3.06157 1.05262 1.89796
H -2.09088 1.06581 1.78614
H -3.35440 0.40358 1.25143
O -0.47974 -2.16810 -0.37321
H -0.46703 -2.11005 -1.33374
H -0.13581 -1.30290 -0.07546
O 2.66887 -0.08409 2.67987
H 2.75814 -1.04024 2.62455
H 1.91197 0.12138 2.09349
O 2.55233 -0.17284 -1.58974
H 1.99957 0.58053 -1.31736
H 1.93084 -0.77805 -2.00492
O -1.27414 0.95491 -2.40556
H -2.13448 1.38493 -2.39954
H -0.96400 1.01382 -1.47195

natural (NBO) population analysis, charges in e, atoms 1 to 4: -0.91 -0.98 0.50 0.46

---

Formula: BrH12O6
Source: the Open Molecules 2025 dataset
Level of theory: wB97M-V/def2-TZVPD

## Properties
Net charge: -1
2S+1: 1
Kohn-Sham gap (Ha): 0.334
Electronic energy (eV): -82526.3088
Lowest unoccupied orbital energy (eV): 3.258
Maximum force (eV/Å): 0.916
HOMO energy (eV): -5.82

Cartesian coordinates (Å):
Br -0.07121 -0.10756 0.01793
O 2.01020 1.84597 -1.97810
H 1.61297 1.80784 -2.85716
H 1.68320 1.02951 -1.56834
O 2.84748 0.30570 2.08155
H 1.90522 0.18887 1.91496
H 3.07536 1.08193 1.55806
O -1.66826 0.65754 2.96571
H -2.33861 1.03773 2.40657
H -0.93700 0.47112 2.36006
O 1.25333 -3.14773 0.29569
H 1.81444 -2.42205 0.57447
H 0.71191 -2.75620 -0.38846
O -3.28511 1.20205 0.55648
H -2.45495 0.84063 0.23220
H -3.92813 0.49424 0.42682
O -0.62407 -1.03420 -3.20922
H -1.37828 -0.44039 -3.06553
H -0.22849 -1.05501 -2.32369

natural (NBO) population analysis, charges in e, atoms 1 to 4: -0.95 -0.96 0.46 0.49

---

Formula: BrH16O8
Source: the Open Molecules 2025 dataset
Level of theory: wB97M-V/def2-TZVPD

## Properties
Net charge: -1
2S+1: 1
Kohn-Sham gap (Ha): 0.349
Electronic energy (eV): -86682.8340
Lowest unoccupied orbital energy (eV): 2.982
Maximum force (eV/Å): 13.999
HOMO energy (eV): -6.52

Cartesian coordinates (Å):
Br 0.03260 0.34344 0.05928
O -1.09140 3.63044 -0.48972
H -1.36840 3.52744 -1.28272
H -0.73840 2.76144 -0.37072
O -1.96040 2.61544 2.14228
H -1.25640 2.37644 2.75028
H -1.77940 2.10144 1.40428
O 3.48060 -0.60856 -0.37772
H 3.96960 -0.97756 0.35328
H 2.65160 -0.38156 -0.11772
O 1.55160 0.62044 -3.15772
H 2.21460 1.16244 -2.83272
H 1.38260 0.27844 -2.43472
O 0.85760 -3.15556 -0.59772
H 0.84460 -3.73656 0.15528
H 1.08360 -2.14356 -0.20372
O -3.12440 -0.92756 0.75828
H -2.27940 -0.48056 0.52428
H -2.92740 -1.98256 0.84528
O -1.46540 -1.92656 -2.56672
H -1.34640 -1.39256 -1.77172
H -1.40140 -2.72456 -2.44572
O 1.10760 0.09044 3.50828
H 0.82360 -0.02356 2.59728
H 0.73860 0.95344 3.55128

natural (NBO) population analysis, charges in e, atoms 1 to 4: -0.94 -0.92 0.44 0.48

---

Formula: BrH2MgO
Source: the Open Molecules 2025 dataset
Level of theory: wB97M-V/def2-TZVPD

## Properties
Net charge: +1
2S+1: 1
Kohn-Sham gap (Ha): 0.207
Electronic energy (eV): -77559.8533
Lowest unoccupied orbital energy (eV): -8.251
Maximum force (eV/Å): 1.555
HOMO energy (eV): -13.89

Cartesian coordinates (Å):
Mg 2.14531 3.02941 0.14524
Br 0.60609 1.26945 -0.29856
O -0.96624 -1.68146 0.34263
H -1.16087 -1.82916 -0.58577
H -0.62429 -0.78824 0.39646

natural (NBO) population analysis, charges in e, atoms 1 to 4: 1.67 -0.67 -0.92 0.47

---

Formula: BrH2NO2P
Source: the Open Molecules 2025 dataset
Level of theory: wB97M-V/def2-TZVPD

## Properties
Net charge: -1
2S+1: 1
Kohn-Sham gap (alpha / beta) (Ha): 0.229 / 0.229
Electronic energy (eV): -84949.8186
Lowest unoccupied orbital energy (alpha / beta) (eV): 2.601 / 2.601
Maximum force (eV/Å): 2.734
HOMO energy (alpha / beta) (eV): -3.62 / -3.63

Cartesian coordinates (Å):
N -1.68149 0.41280 0.83076
O 1.35372 -1.62954 -0.98887
O 2.30045 0.43148 0.22355
P 1.17667 -0.28481 -0.43384
Br 0.37939 1.08379 -1.93783
H -2.09866 -0.43122 0.50772
H -1.43008 0.41749 1.79850

natural (NBO) population analysis, charges in e, atoms 1 to 4: -1.17 -1.07 -1.07 1.98

---

Formula: BrH2O2P
Source: the Open Molecules 2025 dataset
Level of theory: wB97M-V/def2-TZVPD

## Properties
Net charge: 0
2S+1: 1
Kohn-Sham gap (Ha): 0.341
Electronic energy (eV): -83459.2447
Lowest unoccupied orbital energy (eV): -1.696
Maximum force (eV/Å): 4.178
HOMO energy (eV): -10.98

Cartesian coordinates (Å):
O -1.23276 -1.37573 -0.78625
O 2.02851 0.10550 0.27510
P -1.82164 -0.60864 0.30699
Br -1.89781 1.55626 -0.41081
H 1.29903 -0.54084 0.03647
H 1.62467 0.86343 0.57851

natural (NBO) population analysis, charges in e, atoms 1 to 4: -0.97 -0.93 1.29 -0.32

---

Formula: BrH2O2PS
Source: the Open Molecules 2025 dataset
Level of theory: wB97M-V/def2-TZVPD

## Properties
Net charge: 0
2S+1: 1
Kohn-Sham gap (Ha): 0.348
Electronic energy (eV): -94294.9921
Lowest unoccupied orbital energy (eV): -0.926
Maximum force (eV/Å): 2.668
HOMO energy (eV): -10.39

Cartesian coordinates (Å):
O 2.08071 -1.10363 -0.63987
O 2.47335 0.13433 1.55863
P 1.76352 0.24074 0.28680
S 1.02160 1.77003 -0.54678
Br -4.53879 0.88266 0.31413
H 1.39113 -1.41638 -1.21162
H -4.19153 -0.50775 0.23873

natural (NBO) population analysis, charges in e, atoms 1 to 4: -0.95 -0.97 1.84 -0.43

---

Formula: BrH3NOP
Source: the Open Molecules 2025 dataset
Level of theory: wB97M-V/def2-TZVPD

## Properties
Net charge: 0
2S+1: 1
Kohn-Sham gap (alpha / beta) (Ha): 0.294 / 0.291
Electronic energy (eV): -82915.8598
Lowest unoccupied orbital energy (alpha / beta) (eV): -0.847 / -0.849
Maximum force (eV/Å): 3.155
HOMO energy (alpha / beta) (eV): -8.84 / -8.76

Cartesian coordinates (Å):
N 0.88995 0.69536 0.60652
O -1.81793 -1.16678 0.34949
P 0.71704 -0.80107 -0.13389
Br 0.49677 -0.46127 -2.29599
H 0.87623 1.57341 0.06382
H 0.97916 0.60349 1.65944
H -2.14122 -0.44314 -0.24939

natural (NBO) population analysis, charges in e, atoms 1 to 4: -1.19 -1.00 1.09 -0.19

---

Formula: BrH3NP
Source: the Open Molecules 2025 dataset
Level of theory: wB97M-V/def2-TZVPD

## Properties
Net charge: 0
2S+1: 1
Kohn-Sham gap (Ha): 0.346
Electronic energy (eV): -80869.8664
Lowest unoccupied orbital energy (eV): 0.403
Maximum force (eV/Å): 3.163
HOMO energy (eV): -9.02

Cartesian coordinates (Å):
N 0.68377 -0.43990 -0.27121
P -0.41169 0.96366 0.24746
Br -2.20060 -0.26307 0.23656
H 1.42574 -0.09212 -0.90305
H 0.28149 -1.06459 -0.92826
H 0.22129 0.89602 1.61849

natural (NBO) population analysis, charges in e, atoms 1 to 4: -1.12 0.63 -0.21 0.36

---

Formula: BrH3P2
Source: the Open Molecules 2025 dataset
Level of theory: wB97M-V/def2-TZVPD

## Properties
Net charge: 0
2S+1: 1
Kohn-Sham gap (Ha): 0.312
Electronic energy (eV): -88666.8301
Lowest unoccupied orbital energy (eV): -1.299
Maximum force (eV/Å): 4.876
HOMO energy (eV): -9.78

Cartesian coordinates (Å):
P -0.84840 0.26706 0.09363
P 0.97856 0.76744 0.87022
Br -1.55514 1.58457 3.53471
H -1.21902 0.83341 2.53794
H -1.08656 1.25039 -0.81323
H 0.79361 -0.42552 1.60587

natural (NBO) population analysis, charges in e, atoms 1 to 4: 0.04 0.07 -0.17 0.15

---

Formula: BrH6LiO3
Source: the Open Molecules 2025 dataset
Level of theory: wB97M-V/def2-TZVPD

## Properties
Net charge: 0
2S+1: 1
Kohn-Sham gap (Ha): 0.286
Electronic energy (eV): -76489.9007
Lowest unoccupied orbital energy (eV): -0.298
Maximum force (eV/Å): 6.583
HOMO energy (eV): -8.07

Cartesian coordinates (Å):
Li 0.17827 -0.21145 -0.32764
Br 0.54527 -2.44945 -1.22364
O 1.36727 -0.00045 1.35436
H 1.51027 -0.94245 1.79536
H 1.88127 0.65155 1.68836
O -1.75973 -0.44645 0.64836
H -2.56873 0.03955 0.34036
H -2.02073 -1.32445 0.50236
O 0.00927 1.56355 -1.24264
H 1.00727 1.81555 -1.39864
H -0.14973 1.30455 -2.13664

natural (NBO) population analysis, charges in e, atoms 1 to 4: 0.85 -0.91 -0.99 0.52

---

Formula: BrH7Si3
Source: the Open Molecules 2025 dataset
Level of theory: wB97M-V/def2-TZVPD

## Properties
Net charge: 0
2S+1: 1
Kohn-Sham gap (alpha / beta) (Ha): 0.201 / 0.279
Electronic energy (eV): -93784.8118
Lowest unoccupied orbital energy (alpha / beta) (eV): -1.909 / -0.807
Maximum force (eV/Å): 2.333
HOMO energy (alpha / beta) (eV): -7.39 / -8.40

Cartesian coordinates (Å):
Si 0.64025 -1.29739 0.85259
Si -1.10089 0.66320 -2.26534
Si 0.29050 0.83874 1.50405
Br 2.15654 2.15058 1.46156
H 1.86935 -2.13619 1.04341
H -0.39916 -1.98656 1.65080
H -0.00181 -1.27989 -0.48066
H -1.05092 -0.63804 -2.93209
H -0.10681 1.71281 -1.86563
H -2.46489 1.10381 -2.03330
H 0.16784 0.86893 3.06460

natural (NBO) population analysis, charges in e, atoms 1 to 4: 0.34 0.46 0.47 -0.34

---

Formula: BrH8LiO4
Source: the Open Molecules 2025 dataset
Level of theory: wB97M-V/def2-TZVPD

## Properties
Net charge: 0
2S+1: 1
Kohn-Sham gap (Ha): 0.251
Electronic energy (eV): -78566.5037
Lowest unoccupied orbital energy (eV): -0.546
Maximum force (eV/Å): 6.995
HOMO energy (eV): -7.38

Cartesian coordinates (Å):
Li -1.80726 3.02170 -18.15975
Br -2.05435 1.42405 -19.25998
O -2.55858 3.89259 -17.17302
H -2.41895 4.83872 -17.21275
H -2.85260 3.73082 -16.27657
O -2.55181 4.33873 -19.67017
H -1.96297 5.09334 -19.67874
H -2.68014 4.12396 -20.59409
O -0.43127 3.47148 -18.47629
H 0.29809 2.98575 -18.86143
H -0.18870 4.39152 -18.58079
O -1.21621 2.20475 -16.67786
H -0.49407 2.72586 -16.32686
H -1.15152 1.36632 -16.22062

natural (NBO) population analysis, charges in e, atoms 1 to 4: 0.76 -0.87 -0.93 0.48

---

Formula: BrH8LiO4
Source: the Open Molecules 2025 dataset
Level of theory: wB97M-V/def2-TZVPD

## Properties
Net charge: 0
2S+1: 1
Kohn-Sham gap (Ha): 0.306
Electronic energy (eV): -78568.0723
Lowest unoccupied orbital energy (eV): -1.703
Maximum force (eV/Å): 6.641
HOMO energy (eV): -10.03

Cartesian coordinates (Å):
Li -2.21386 1.37693 -2.01250
Br -0.62386 0.01093 -0.60850
O 2.51514 -1.04507 -0.67350
H 1.85114 -0.43507 -0.10350
H 1.88914 -1.81307 -0.64150
O -1.37786 1.12193 2.50850
H -2.20686 0.87993 2.59250
H -1.00986 0.69393 1.78650
O 0.87014 3.14693 0.47250
H 1.76314 2.97993 0.03550
H 0.47314 2.24993 0.26850
O -0.58686 -3.16507 -1.58150
H -0.81886 -3.71607 -0.79650
H -0.52386 -2.28607 -1.24650

natural (NBO) population analysis, charges in e, atoms 1 to 4: 0.96 -0.92 -0.94 0.47

---

Formula: BrH8O4Zn
Source: the Open Molecules 2025 dataset
Level of theory: wB97M-V/def2-TZVPD

## Properties
Net charge: +1
2S+1: 1
Kohn-Sham gap (Ha): 0.292
Electronic energy (eV): -126775.8782
Lowest unoccupied orbital energy (eV): -4.231
Maximum force (eV/Å): 2.778
HOMO energy (eV): -12.18

Cartesian coordinates (Å):
Zn 0.23113 0.47340 -0.14708
Br 1.43994 1.27844 -2.32166
O -0.98061 -0.03109 1.43594
H -1.24223 -0.86728 1.82140
H -1.69807 0.56593 1.64816
O 1.92169 0.40083 0.91506
H 1.97917 0.16619 1.84127
H 2.78137 0.76636 0.70630
O 0.44595 -1.47580 -0.64618
H 1.23220 -1.92575 -0.95537
H -0.23246 -2.15107 -0.64572
O -1.64330 0.76241 -1.06418
H -1.82235 0.94325 -1.98693
H -2.41246 1.09416 -0.60097

natural (NBO) population analysis, charges in e, atoms 1 to 4: 1.64 -0.78 -1.00 0.53

---

Formula: BrHOS
Source: the Open Molecules 2025 dataset
Level of theory: wB97M-V/def2-TZVPD

## Properties
Net charge: 0
2S+1: 1
Kohn-Sham gap (alpha / beta) (Ha): 0.286 / 0.286
Electronic energy (eV): -82939.3009
Lowest unoccupied orbital energy (alpha / beta) (eV): -1.487 / -1.484
Maximum force (eV/Å): 2.926
HOMO energy (alpha / beta) (eV): -9.27 / -9.28

Cartesian coordinates (Å):
O -2.44598 -0.57084 -0.67051
S -3.11847 0.51000 0.04285
Br 2.63863 0.35643 -0.24738
H 2.92583 -0.29558 0.87504

From a natural (NBO) analysis of the wavefunction, the atomic charges in e read: -0.68 0.69 -0.18 0.18

---

Formula: BrNa
Source: the Open Molecules 2025 dataset
Level of theory: wB97M-V/def2-TZVPD

## Properties
Net charge: 0
2S+1: 1
Kohn-Sham gap (Ha): 0.307
Electronic energy (eV): -74458.8649
Lowest unoccupied orbital energy (eV): -0.765
Maximum force (eV/Å): 7.917
HOMO energy (eV): -9.12

Cartesian coordinates (Å):
Na 0.89923 0.06423 -0.43886
Br -0.89923 -0.06423 0.43886

From a natural (NBO) analysis of the wavefunction, the atomic charges in e read: 0.93 -0.93